(1)
Computed, not measured: one molecule with the formula C4H7N3, with ωB97M-V/def2-TZVPD.

Output
M = 97.12 u
Max |F| = 1.18 eV/Å
HOMO level = -8.378 eV
Orbital gap = 0.32985 Eh
Energy relative to the best compared isomer or geometry (same formula, charge and spin) = 32.0 kcal per mole
E_tot = -8730.29122 eV

Positions of all 14 atoms, in Å:
C (-1.05, 0.58, 0.19)
N (1.30, -1.33, -0.52)
C (-0.36, 1.07, -1.07)
C (-0.39, -0.41, 1.00)
C (0.75, -1.07, 0.68)
N (-2.21, 1.09, 0.38)
N (0.79, 1.57, -1.18)
H (-2.62, 0.89, 1.29)
H (2.06, -1.98, -0.62)
H (0.92, -0.92, -1.36)
H (1.32, 1.59, -0.31)
H (-0.98, 1.05, -1.96)
H (-0.79, -0.54, 2.00)
H (1.25, -1.60, 1.49)

---

(2)
Computed, not measured: one molecule with the formula C3H7ClN2, with ωB97M-V/def2-TZVPD.

Output
M = 106.56 u
Max |F| = 4.11 eV/Å
HOMO level (alpha / beta) = -7.837 / -7.094 eV
Orbital gap (alpha / beta) = 0.31602 / 0.26419 Eh
Energy relative to the best compared isomer or geometry (same formula, charge and spin) = 120.6 kcal per mole
E_tot = -18722.10515 eV

Positions of all 13 atoms, in Å:
C (1.04, -0.12, -0.55)
C (-1.24, -0.82, 0.43)
C (0.34, 1.08, -1.11)
N (1.03, -0.31, 0.81)
N (-0.25, -0.37, 1.30)
Cl (-2.68, -1.61, 1.21)
H (1.66, -0.80, -1.15)
H (-1.50, 0.01, -0.19)
H (0.41, 1.91, -0.56)
H (-0.74, 0.91, -1.44)
H (0.87, 1.38, -1.95)
H (1.58, -1.18, 0.99)
H (-0.53, -0.08, 2.22)

---

(3)
Computed, not measured: C31H38ClLiN4O3S as an isolated structure, with ωB97M-V/def2-TZVPD.

Output
M = 589.13 u
Max |F| = 0.34 eV/Å
HOMO level = -8.125 eV
Orbital gap = 0.30043 Eh
Energy relative to the best compared isomer or geometry (same formula, charge and spin) = 9.2 kcal per mole
E_tot = -68433.13627 eV

Positions of all 79 atoms, in Å:
Li (1.90, -0.04, -2.16)
C (4.94, -5.13, 2.99)
C (4.79, -4.23, 1.79)
C (5.86, -3.53, 1.27)
C (5.73, -2.69, 0.16)
C (6.99, -2.00, -0.31)
C (4.47, -2.54, -0.44)
C (3.37, -3.23, 0.09)
C (1.97, -3.15, -0.47)
C (3.55, -4.07, 1.18)
C (4.32, -1.62, -1.67)
O (5.31, -1.40, -2.36)
O (3.16, -1.14, -1.87)
H (5.98, -5.20, 3.30)
H (4.58, -6.14, 2.77)
H (4.36, -4.76, 3.83)
H (6.84, -3.65, 1.72)
H (7.82, -2.26, 0.35)
H (6.88, -0.92, -0.33)
H (7.23, -2.28, -1.33)
H (1.95, -3.22, -1.55)
H (1.51, -2.19, -0.22)
H (1.36, -3.94, -0.04)
H (2.70, -4.62, 1.56)
C (-5.20, 0.43, 1.75)
C (-4.09, 1.46, 1.46)
C (-2.93, 1.21, 2.42)
C (-4.64, 2.86, 1.75)
C (-3.60, 1.36, -0.03)
O (-2.48, 2.23, -0.19)
C (-4.71, 1.72, -1.02)
C (-4.36, 1.73, -2.51)
C (-3.43, 2.84, -2.92)
C (-2.20, 2.57, -3.51)
C (-1.32, 3.58, -3.85)
C (-1.68, 4.89, -3.61)
Cl (-0.58, 6.17, -4.03)
C (-2.91, 5.20, -3.05)
C (-3.78, 4.17, -2.71)
C (-3.07, -0.07, -0.30)
N (-2.02, -0.17, -1.30)
C (-0.78, 0.30, -1.27)
N (-0.10, -0.13, -2.32)
C (-1.01, -0.90, -2.98)
N (-2.18, -0.96, -2.40)
H (-5.46, 0.48, 2.81)
H (-4.88, -0.59, 1.55)
H (-6.11, 0.63, 1.19)
H (-3.21, 1.55, 3.42)
H (-2.04, 1.77, 2.12)
H (-2.67, 0.16, 2.51)
H (-4.88, 2.94, 2.81)
H (-5.55, 3.08, 1.20)
H (-3.90, 3.63, 1.53)
H (-2.78, 3.12, -0.40)
H (-5.10, 2.71, -0.76)
H (-5.55, 1.03, -0.87)
H (-5.30, 1.83, -3.06)
H (-3.94, 0.77, -2.82)
H (-1.92, 1.54, -3.69)
H (-0.36, 3.35, -4.30)
H (-3.18, 6.24, -2.88)
H (-4.74, 4.42, -2.28)
H (-3.88, -0.70, -0.67)
H (-2.69, -0.52, 0.61)
H (-0.39, 0.93, -0.49)
H (-0.79, -1.42, -3.89)
S (2.12, 1.58, 0.01)
C (2.21, 0.55, 1.34)
N (3.33, -0.21, 1.51)
C (3.56, -1.05, 2.54)
C (2.64, -1.17, 3.53)
C (1.44, -0.44, 3.41)
C (1.23, 0.40, 2.35)
H (4.00, -0.18, 0.74)
H (4.49, -1.60, 2.49)
H (2.82, -1.84, 4.36)
H (0.67, -0.54, 4.16)
H (0.32, 0.97, 2.25)

---

(4)
Computed, not measured: a 12-piece molecular cluster, H24O12 overall, with ωB97M-V/def2-TZVPD.

Output
M = 216.18 u
Max |F| = 6.82 eV/Å
HOMO level = -9.988 eV
Orbital gap = 0.37209 Eh
Energy relative to the best compared isomer or geometry (same formula, charge and spin) = 149.8 kcal per mole
E_tot = -24955.19987 eV

Positions of all 36 atoms, in Å:
H (0.00, 0.90, -0.08)
H (1.01, -0.01, 0.55)
H (-4.30, -0.66, 1.40)
H (-3.56, -0.78, 2.80)
H (-0.31, 4.56, 0.21)
H (-1.65, 4.86, -0.69)
H (-3.52, 1.08, -3.11)
H (-4.14, 0.17, -2.06)
H (0.30, -0.58, 2.62)
H (1.79, -0.41, 2.89)
H (1.71, 2.86, 1.47)
H (0.72, 2.11, 2.29)
H (-0.84, 2.28, -2.83)
H (-0.68, 1.96, -1.28)
H (-4.93, -2.20, 0.76)
H (-3.68, -2.21, 1.63)
H (-2.83, -2.75, -1.83)
H (-1.84, -3.90, -2.21)
H (3.37, -2.97, 1.43)
H (3.69, -1.60, 1.33)
H (5.17, -2.35, -1.10)
H (3.83, -2.53, -1.83)
H (5.30, -0.13, -0.54)
H (4.18, 0.61, -1.18)
O (0.05, -0.03, 0.39)
O (-3.94, -0.21, 2.20)
O (-0.93, 4.20, -0.39)
O (-3.31, 0.56, -2.29)
O (1.09, -0.02, 2.34)
O (1.59, 2.21, 2.21)
O (-1.10, 2.58, -1.87)
O (-4.18, -2.77, 1.04)
O (-1.92, -2.94, -2.16)
O (3.36, -2.25, 0.79)
O (4.40, -1.89, -1.47)
O (5.05, 0.77, -0.86)